A cluster of 4 separate species, C23H56BIO3PSi in total. Source: OMol25; level of theory: ωB97M-V with the def2-TZVPD basis set.

HOMO energy in Eh: -0.15025
HOMO-LUMO gap in eV: 6.484
Charge: -1

Structure (XYZ):
```
86
Properties=species:S:1:pos:R:3:forces:R:3
C -1.352660 -1.615826 1.585270 0.1 -0.7 -0.1
Si 0.141769 -0.649854 0.753034 -1.0 -0.2 0.4
C -0.165399 -0.795255 -1.159439 -0.5 0.4 -0.7
C 1.742993 -1.553856 1.357642 0.6 -1.5 0.6
C 0.097447 1.241164 1.167815 -0.5 1.7 -1.1
O -1.345457 1.554033 0.914998 2.3 -1.5 0.2
B -1.868611 1.928560 2.243487 0.2 1.0 -0.1
O -0.962290 1.371335 3.270260 3.1 -0.5 0.2
C 0.423317 1.579297 2.739534 -1.9 -2.1 -0.1
P 0.881639 3.391741 3.232899 -2.0 1.6 -0.3
O -0.241960 3.983548 4.474619 2.3 -3.7 -0.4
I 3.074222 3.403408 4.450070 -0.2 -0.5 0.3
H -1.440186 -1.370375 2.732235 -0.1 -0.4 -2.4
H -1.091751 -2.763156 1.447350 -0.6 2.1 0.4
H -2.326088 -1.407744 0.968196 1.7 -0.2 1.5
H 0.154011 -1.827754 -1.609814 -0.5 2.0 0.7
H -1.340334 -0.657073 -1.309964 2.6 -0.2 0.2
H 0.399616 0.110657 -1.671559 -1.2 -2.0 0.7
H 1.418877 -2.685352 1.553894 0.8 2.3 -0.5
H 2.141408 -1.168970 2.410527 -0.6 -0.7 -2.4
H 2.571489 -1.590211 0.530515 -1.3 0.2 1.8
H 0.684781 1.872003 0.349521 -0.7 -1.1 1.8
H -2.986129 1.701153 2.527264 -1.0 -1.0 0.0
H -1.820016 3.119302 2.216475 0.3 1.4 0.4
H 1.207869 0.740234 3.029865 -1.6 1.9 0.2
H -0.315633 3.170909 5.089431 -0.4 1.8 -1.2
C 1.370128 1.762531 -5.109272 0.0 0.2 -0.1
C 0.079141 0.959779 -5.052096 0.0 -0.1 0.2
C 0.307455 -0.554011 -5.034254 -0.2 -0.1 0.0
C 0.997021 -1.130265 -6.276029 0.1 0.1 0.0
C 0.291380 -0.857181 -7.606608 0.2 -0.1 0.0
C -1.097529 -1.471047 -7.690722 -0.1 0.1 -0.1
H 1.924952 1.569948 -6.032165 0.0 0.0 0.1
H 1.147329 2.834341 -5.076008 0.1 -0.1 0.0
H 2.016391 1.525775 -4.258970 0.0 0.0 -0.1
H -0.567486 1.242478 -5.889760 0.0 -0.1 0.0
H -0.462199 1.239683 -4.139102 0.0 -0.1 -0.2
H -0.659873 -1.051182 -4.890896 0.1 0.0 0.0
H 0.909357 -0.811185 -4.154399 -0.1 0.0 -0.1
H 1.094309 -2.215121 -6.142584 0.0 0.1 0.0
H 2.020405 -0.742449 -6.335820 -0.1 0.0 0.0
H 0.904662 -1.274315 -8.415067 0.0 0.1 0.1
H 0.229397 0.220396 -7.793791 0.0 -0.1 0.1
H -1.054495 -2.555351 -7.546123 0.0 0.1 0.0
H -1.534843 -1.277708 -8.675484 0.0 -0.1 0.1
H -1.771530 -1.048449 -6.940527 0.0 -0.1 -0.1
C -3.813392 -6.093001 6.059828 0.2 0.0 0.1
C -4.760177 -4.903067 6.104319 -0.2 0.0 0.0
C -5.563616 -4.719704 4.814020 -0.1 0.2 0.0
C -4.734176 -4.431813 3.557547 0.1 -0.1 0.0
C -3.830823 -3.198502 3.633959 -0.1 -0.1 -0.2
C -4.597840 -1.898913 3.822976 0.2 0.2 0.1
H -3.047157 -5.970871 5.288714 -0.1 -0.1 0.1
H -3.299664 -6.199936 7.021166 0.0 -0.1 -0.1
H -4.359269 -7.020583 5.864039 0.1 0.0 0.0
H -4.197458 -3.993598 6.340836 -0.1 0.0 -0.1
H -5.464314 -5.051959 6.933158 0.1 0.1 -0.1
H -6.287897 -3.909904 4.965990 0.1 -0.1 0.0
H -6.158423 -5.623544 4.635560 0.0 0.0 0.0
H -5.422453 -4.315067 2.710889 0.1 0.0 0.1
H -4.115506 -5.305579 3.322877 -0.1 0.0 0.0
H -3.258420 -3.130959 2.700410 -0.1 0.0 0.2
H -3.094642 -3.311486 4.437279 0.0 0.0 0.0
H -5.312737 -1.745513 3.008196 0.0 0.0 0.1
H -3.905114 -1.051291 3.829912 -0.2 0.0 -0.1
H -5.144662 -1.887206 4.769818 0.0 0.0 -0.1
C 5.032038 1.910820 0.665956 0.2 0.0 0.2
C 4.085253 3.100754 0.710447 -0.3 -0.1 -0.1
C 3.281813 3.284116 -0.579852 0.0 0.2 0.0
C 4.111253 3.572007 -1.836325 0.1 -0.1 0.0
C 5.014606 4.805319 -1.759913 0.0 -0.1 -0.2
C 4.247589 6.104908 -1.570895 0.1 0.2 0.1
H 5.798273 2.032949 -0.105157 0.0 -0.1 0.0
H 5.545765 1.803885 1.627294 0.0 -0.1 -0.1
H 4.486161 0.983237 0.470168 0.0 0.0 0.0
H 4.647971 4.010222 0.946965 -0.1 0.0 0.0
H 3.381115 2.951861 1.539287 0.1 0.1 -0.2
H 2.557532 4.093917 -0.427882 0.0 -0.1 0.0
H 2.687006 2.380276 -0.758312 0.0 0.1 0.0
H 3.422976 3.688753 -2.682982 0.1 0.0 0.0
H 4.729922 2.698241 -2.070994 0.0 0.0 0.0
H 5.587010 4.872861 -2.693462 0.0 0.0 0.1
H 5.750787 4.692334 -0.956592 -0.1 0.0 0.0
H 3.532693 6.258307 -2.385676 0.0 0.0 0.1
H 4.940315 6.952530 -1.563960 -0.1 0.0 0.0
H 3.700768 6.116614 -0.624054 0.0 0.0 -0.1
```
Forces are in eV/Å.